ORCA calculation (ωB97M-V with the def2-TZVPD basis set) on a structure of composition C5H7FOS2 at a distorted geometry.

Computed properties:
DFT total energy	-31730.4054	eV
gap between HOMO and LUMO	8.525	eV
E_HOMO	-8.5	eV

Last column: natural (NBO) charge in e.
Positions of all 16 atoms, in Å:
C (1.297, -1.432, -0.519)  0.2986
C (1.859, -0.299, -0.941)  -0.4370
C (2.176, 0.848, -0.068)  0.3932
C (-2.146, -1.863, 0.222)  -0.7573
C (-1.642, 0.825, 0.103)  -0.4953
H (1.064, -2.276, -1.164)  0.1903
H (2.096, -0.223, -1.997)  0.2317
H (2.642, 1.708, -0.590)  0.1196
H (-2.375, -1.786, 1.287)  0.2290
H (-1.742, -2.858, 0.024)  0.2336
H (-3.054, -1.731, -0.370)  0.2282
H (-2.648, 0.710, 0.513)  0.2018
O (1.965, 0.893, 1.124)  -0.5147
F (0.957, -1.655, 0.741)  -0.3161
S (-0.868, -0.677, -0.264)  0.3862
S (-0.981, 2.286, -0.120)  0.0082